1.
53
Properties=species:S:1:pos:R:3 method="wB97M-V/def2-TZVPD" e_above_lowest_kcal_mol=22.5 total_energy_ev=-24194.5350 molar_mass_g_mol=285.5 charge=+1 max_force_ev_per_a=0.7 lumo_ev=-4.9408
C 1.43405 -2.26422 3.62287
C 2.13327 -0.90976 3.73319
C 1.40277 0.20960 2.99706
C -0.05503 0.37885 3.48393
C 2.08655 1.54087 3.13582
C 1.75045 2.60885 2.26258
C 2.34046 3.81830 2.40301
C 3.26859 3.96081 3.42903
N 3.52446 2.91115 4.18471
N 2.98329 1.70812 4.08359
H 0.35766 -2.19825 3.78274
H 1.82897 -2.94293 4.37996
H 1.61630 -2.72860 2.65207
H 3.14403 -1.01315 3.32542
H 2.26163 -0.63743 4.78442
H 1.39234 -0.01569 1.92255
H -0.71473 -0.30984 2.96052
H -0.09668 0.15731 4.55351
H -0.42774 1.39460 3.34232
H 1.01440 2.43802 1.48584
H 2.11155 4.65610 1.75967
H 3.79414 4.88191 3.64266
H 4.20098 2.98600 4.93761
C -4.46362 -1.95647 -1.26295
C -4.14204 -1.04884 -0.08898
O -3.29358 -1.63685 0.88542
C -2.02144 -2.05043 0.42828
C -1.16764 -0.91961 -0.11906
H -4.89750 -2.89396 -0.91391
H -5.18346 -1.46603 -1.91878
H -3.58038 -2.18874 -1.85962
H -5.05597 -0.80621 0.45251
H -3.72122 -0.10105 -0.44551
H -2.11114 -2.85004 -0.31474
H -1.54151 -2.48918 1.30540
H -1.58653 -0.47551 -1.02134
H -0.17333 -1.29128 -0.37338
H -1.07088 -0.13010 0.63229
C -1.35185 -0.35144 -5.77668
C -1.03079 0.55723 -4.60335
O -0.19281 -0.03399 -3.62209
C 1.08542 -0.45152 -4.07081
C 1.94776 0.66894 -4.62556
H -1.79466 -1.28528 -5.42813
H -2.06321 0.14199 -6.43931
H -0.46681 -0.59246 -6.36623
H -1.94865 0.80645 -4.06971
H -0.60242 1.50152 -4.95790
H 0.99108 -1.25781 -4.80597
H 1.56125 -0.88240 -3.18871
H 1.52732 1.10047 -5.53400
H 2.93789 0.28412 -4.87184
H 2.05900 1.46788 -3.89042

***

2.
59
Properties=species:S:1:pos:R:3 method="wB97M-V/def2-TZVPD" e_above_lowest_kcal_mol=114.4 total_energy_ev=-52998.5553 molar_mass_g_mol=488.5 charge=-1 max_force_ev_per_a=7.0 lumo_ev=1.1677
C -0.96063 -0.51543 0.37893
C -2.34776 0.32888 0.31466
O -2.78845 0.62067 -1.03510
C -1.89199 1.55540 -1.70031
C -1.31193 0.83354 -3.03331
O -0.49002 1.71155 -3.84528
Nb 1.48460 1.86267 -3.05205
C 2.24383 0.13624 -4.40085
C 2.68947 -1.15430 -3.55279
O 2.99111 -2.27542 -4.47267
C 3.57201 1.96672 -2.15890
C 3.64818 2.50946 -0.64591
C 2.69482 1.74926 0.40136
S 3.62979 1.00015 1.85953
C 2.54456 -0.46258 2.31796
S 1.63918 -0.53797 3.72577
N 2.46950 -1.60214 1.35984
C 1.76731 -2.86659 1.56746
C 1.99192 -3.62892 0.24286
N 2.80227 -2.87098 -0.72587
C 3.04122 -1.65140 0.01678
H -0.16916 0.16568 0.87336
H -0.58641 -0.85216 -0.64628
H -1.08101 -1.47624 1.01290
H -3.17185 -0.23579 0.90124
H -2.20054 1.34357 0.84632
H -2.44825 2.51006 -2.04790
H -1.06318 1.89645 -0.98019
H -2.25389 0.57871 -3.66690
H -0.82367 -0.18732 -2.80776
H 1.85433 3.08031 -4.36938
H 0.85239 3.11839 -1.90492
H 0.99332 0.57196 -1.86685
H 1.41927 -0.21511 -5.13557
H 3.13471 0.59449 -4.97531
H 3.66392 -0.99502 -2.94966
H 1.89164 -1.51185 -2.81851
H 3.06752 -3.08436 -3.90581
H 4.17585 0.99001 -2.21186
H 4.16407 2.73066 -2.80689
H 4.74057 2.32895 -0.28846
H 3.49489 3.65112 -0.55102
H 2.07067 0.89908 -0.03556
H 1.99109 2.54735 0.85071
H 1.16433 -3.22606 2.47265
H 1.57369 -4.65806 0.00404
H 3.62569 -0.78679 -0.44231
C -4.48539 -1.43114 3.36334
O -3.43467 -1.29235 2.76796
N -4.92479 -0.63551 4.38220
C -6.19183 -0.86392 5.04483
C -4.09629 0.47359 4.81431
H -5.18902 -2.24218 3.11421
H -6.82103 0.02225 4.92595
H -6.01077 -1.04362 6.10799
H -6.70613 -1.72718 4.61890
H -3.93441 1.14927 3.97081
H -3.12855 0.08937 5.14614
H -4.57609 1.01459 5.63115

***

3.
54
Properties=species:S:1:pos:R:3 method="wB97M-V/def2-TZVPD" e_above_lowest_kcal_mol=321.7 total_energy_ev=-35570.8314 molar_mass_g_mol=319.5 max_force_ev_per_a=15.5 lumo_ev=0.0122
C 0.18516 -0.84933 3.83991
C -0.72623 -0.67053 2.67800
N -0.88252 0.87892 2.23917
C -1.76147 1.49213 3.30560
C 0.40148 1.54432 2.11990
C 1.46387 0.82747 1.19794
C -1.63727 0.71722 0.87203
C -1.94716 2.07819 0.24701
O -2.70017 1.96796 -0.90239
C -2.68589 3.08869 -1.77121
H 1.24526 -0.49622 3.75226
H 0.14556 -1.96582 3.88720
H -0.16866 -0.25269 4.67697
H -1.77115 -1.04136 2.94049
H -0.44619 -1.20787 1.91928
H -2.10062 2.43358 2.87835
H -1.07307 1.93265 4.14697
H -2.54182 0.80935 3.76159
H 0.89661 1.80383 3.08239
H 0.20573 2.60056 1.59395
H 1.31781 0.76933 0.18901
H 1.66731 -0.17055 1.54106
H 2.42899 1.54477 1.19934
H -2.59625 0.30308 0.79662
H -1.24199 0.08098 0.19877
H -1.04481 2.71047 0.12567
H -2.59914 2.60232 0.93138
H -1.66350 3.51501 -1.72267
H -3.51779 3.76128 -1.40254
H -2.95733 2.79675 -2.70033
O -0.49538 -2.12743 -0.78933
H -0.17066 -1.76045 -1.64201
C 2.34381 -4.62443 -1.38580
S 2.52778 -2.87433 -1.05646
O 3.98711 -2.83019 -0.90157
C 2.18094 -2.45876 -2.76882
H 2.81368 -4.85290 -2.25056
H 1.33965 -5.21263 -1.66018
H 2.79425 -5.33804 -0.59866
H 2.94583 -3.01833 -3.28364
H 2.47345 -1.36438 -2.78335
H 1.11275 -2.57526 -3.11360
C -0.80695 -0.55047 -1.94515
C -0.76868 0.48215 -0.90671
C 0.25046 1.47213 -0.97668
C 1.22271 1.40371 -2.01046
C 1.17815 0.44964 -2.91697
C 0.16483 -0.67493 -2.95195
H -1.54303 -1.21454 -2.01542
H -1.61475 0.48877 -0.22850
H 0.32381 2.38071 -0.20541
H 1.93787 2.20390 -1.86247
H 1.82565 0.41595 -3.66069
H 0.08202 -1.42435 -3.70732

***

4.
58
Properties=species:S:1:pos:R:3 method="wB97M-V/def2-TZVPD" e_above_lowest_kcal_mol=15.5 total_energy_ev=-43783.3909 molar_mass_g_mol=383.5 max_force_ev_per_a=0.6 lumo_ev=0.5209
C -0.78622 0.85482 -4.53627
O -2.13821 0.74069 -4.14942
C -2.39763 -0.21932 -3.15321
C -2.28096 0.34367 -1.73362
S -3.35599 1.78390 -1.56396
O -2.66217 -0.62028 -0.76585
C -1.89793 -1.80922 -0.72924
C -0.37837 -1.64833 -0.64781
C 0.18501 -0.70105 0.38429
O -0.43579 0.15715 0.94724
N 1.58851 -0.91843 0.60058
C 1.74077 -1.83585 1.74195
C 2.25678 0.35392 0.89630
H -0.53899 1.91431 -4.64555
H -0.10551 0.42617 -3.78972
H -0.61110 0.35107 -5.49543
H -1.70256 -1.06161 -3.27392
H -3.41971 -0.58632 -3.29988
H -1.25681 0.69085 -1.53914
H -2.67041 2.35976 -0.57300
H -2.11564 -2.43757 -1.60515
H -2.25519 -2.35653 0.14733
H 0.05547 -2.63333 -0.43476
H 0.04690 -1.36591 -1.61947
H 2.80173 -2.00416 1.92661
H 1.25620 -2.78976 1.51718
H 1.28161 -1.42186 2.65079
H 1.93977 0.78500 1.85377
H 2.05282 1.07477 0.10310
H 3.33439 0.17336 0.93346
C -2.02325 6.80626 2.13333
C -2.47932 7.25769 0.76201
O -2.79059 6.15396 -0.09400
C -3.99687 5.54495 -0.09746
C -5.01138 5.88514 0.96995
O -4.20655 4.70205 -0.92437
H -2.81196 6.27371 2.66492
H -1.72872 7.66777 2.73357
H -1.16794 6.13727 2.04177
H -3.32021 7.94976 0.81752
H -1.67231 7.77668 0.24722
H -4.88639 5.17920 1.79122
H -6.00082 5.74186 0.54484
H -4.93720 6.89474 1.36346
C 3.40728 -7.07307 1.14961
C 3.03148 -5.64644 0.81010
O 3.51427 -4.71223 1.78168
C 4.75698 -4.18644 1.74348
C 5.78451 -4.76402 0.79896
O 5.01869 -3.29415 2.50255
H 4.48755 -7.21794 1.13930
H 2.96415 -7.75961 0.42765
H 3.04174 -7.33005 2.14345
H 3.35987 -5.36186 -0.19036
H 1.94931 -5.52545 0.83790
H 6.35004 -5.52501 1.33708
H 6.46587 -3.96558 0.51879
H 5.37097 -5.20909 -0.10136

***

5.
59
Properties=species:S:1:pos:R:3 method="wB97M-V/def2-TZVPD" total_energy_ev=-214508.4596 molar_mass_g_mol=644.0 charge=+1 max_force_ev_per_a=0.5 lumo_ev=-2.9126
In 0.99489 0.78689 1.41322
C 0.48071 2.46131 -1.94023
As -0.61550 1.78724 -0.50368
C -1.67164 3.32547 -0.02325
C -1.93958 0.62689 -1.32316
C -1.55785 -0.83325 -1.62682
C -2.77603 -1.50049 -2.28088
C -1.32916 -1.62242 -0.31085
As 0.40656 -1.68473 0.57832
C 1.67061 -2.65336 -0.50272
C 0.03224 -2.96111 1.97600
C -0.31766 -0.94378 -2.53254
As -0.13226 -0.28682 -4.41013
C -1.57063 1.00190 -4.76015
C -0.96681 -1.80535 -5.31480
H -0.15562 2.96418 -2.66513
H 1.03791 1.66450 -2.42404
H 1.18717 3.16824 -1.51063
H -2.16828 3.69631 -0.91767
H -1.01949 4.09180 0.38880
H -2.40788 3.04818 0.72703
H -2.22638 1.13560 -2.23980
H -2.80339 0.66163 -0.65643
H -3.62225 -1.52626 -1.58957
H -2.54089 -2.52866 -2.56570
H -3.09302 -0.96851 -3.17519
H -1.58963 -2.67147 -0.46334
H -1.99711 -1.25227 0.47129
H 1.18264 -3.53655 -0.90956
H 2.47793 -2.95224 0.16217
H 2.06635 -2.03685 -1.30190
H -0.17390 -3.92273 1.50992
H -0.83919 -2.64815 2.54798
H 0.89120 -3.03885 2.63620
H -0.07069 -2.00333 -2.64962
H 0.54390 -0.50252 -2.02354
H -1.36075 1.96781 -4.30382
H -2.56499 0.66310 -4.48014
H -1.55400 1.14394 -5.84133
H -0.39865 -2.71043 -5.10481
H -0.93021 -1.62323 -6.38781
H -2.00316 -1.94522 -5.01278
C 3.05640 0.69900 4.42330
C 1.54578 0.60701 4.51324
C 1.07844 0.21355 5.89890
O 1.12837 -0.43942 3.55838
C 0.90595 1.95054 4.10581
O 0.97183 2.88710 4.85066
O 0.29341 1.97682 2.92351
H 3.51462 -0.18190 4.87345
H 3.39343 1.58930 4.95105
H 3.40602 0.76674 3.39112
H 1.53355 -0.73303 6.19127
H -0.01057 0.11912 5.94009
H 1.36211 0.98916 6.60635
H 0.22927 -0.68447 3.81560
O 4.56992 2.69793 1.53898
C 3.67106 2.07921 1.12519
N 2.77489 1.42692 0.63421

***

6.
57
Properties=species:S:1:pos:R:3 method="wB97M-V/def2-TZVPD" total_energy_ev=-36829.8217 molar_mass_g_mol=447.2 charge=-1 max_force_ev_per_a=2.2 lumo_ev=2.9190
F 0.43560 -0.50980 1.17823
B -0.20687 0.85681 1.13968
I -2.38921 0.56397 1.15846
H 0.09124 1.50195 2.08638
H 0.05138 1.39780 0.12087
C -0.04698 6.01298 -0.62873
C -1.39380 5.71543 -0.02187
C -1.38990 4.20324 0.03206
O -0.02513 3.79644 0.20250
C 0.82046 4.93360 -0.01902
H 0.31682 7.02183 -0.41810
H -0.09365 5.88486 -1.71673
H -1.44151 6.12537 0.99388
H -2.23292 6.11981 -0.59360
H -1.75267 3.77108 -0.90655
H -1.99620 3.81152 0.85390
H 1.21969 5.24700 0.95177
H 1.65611 4.65146 -0.66539
C -2.63275 -2.66077 -1.06821
C -2.77433 -3.94671 -1.84089
C -4.06491 -3.72101 -2.59792
O -4.16503 -2.31062 -2.83851
C -3.17288 -1.64179 -2.04761
H -1.60810 -2.44780 -0.75322
H -3.26717 -2.69303 -0.17445
H -1.94082 -4.04943 -2.54573
H -2.80031 -4.83858 -1.20969
H -4.93318 -4.02074 -2.00157
H -4.09242 -4.25968 -3.54952
H -2.38811 -1.28846 -2.72534
H -3.61966 -0.77673 -1.54987
C 2.76460 -2.70773 3.91371
C 1.90661 -1.46903 3.89920
C 0.51288 -2.04767 4.01024
O 0.62577 -3.26333 4.76294
C 2.01506 -3.60077 4.87804
H 3.79774 -2.52325 4.21880
H 2.77705 -3.16230 2.91594
H 2.12737 -0.85476 4.78012
H 2.04206 -0.85052 3.00835
H 0.10807 -2.30120 3.02474
H -0.18430 -1.36878 4.50974
H 2.32011 -3.41110 5.91293
H 2.15558 -4.66344 4.66197
C 2.28996 -1.05419 -2.53758
C 1.54850 -0.09495 -1.64270
C 2.05988 1.24585 -2.12271
O 2.36532 1.10001 -3.51647
C 2.33575 -0.29563 -3.84592
H 1.80942 -2.03161 -2.62815
H 3.30728 -1.20550 -2.15744
H 0.47075 -0.17209 -1.82867
H 1.72446 -0.26206 -0.57704
H 2.98349 1.52721 -1.60586
H 1.32696 2.04660 -1.98826
H 1.43529 -0.47893 -4.44225
H 3.21155 -0.55087 -4.44885

***

7.
55
Properties=species:S:1:pos:R:3 method="wB97M-V/def2-TZVPD" e_above_lowest_kcal_mol=0.0 total_energy_ev=-38717.4512 molar_mass_g_mol=400.8 max_force_ev_per_a=3.2 lumo_ev="-0.1063 / -0.1081"
P -0.78085 2.88857 -0.40591
P 1.21848 0.95186 3.16187
C -0.42685 1.45391 0.67475
C -0.26034 1.69106 2.18879
H 0.46819 0.98537 0.24256
H -1.23849 0.73607 0.50247
H -0.18941 2.76400 2.44923
H -1.11832 1.27809 2.74050
C 1.98505 -0.34665 2.06722
H 2.20195 0.02871 1.06164
H 1.36429 -1.24864 1.99196
H 2.95371 -0.65709 2.49027
C 0.27064 -0.14809 4.28279
H 0.21645 -1.13400 3.82517
H -0.72759 0.24952 4.46612
H 0.81870 -0.21202 5.22445
C -0.85229 2.31058 -2.12160
H -0.85351 3.18082 -2.79308
H -1.78158 1.75432 -2.29617
H -0.00231 1.67743 -2.41040
C -2.42316 3.50239 -0.05679
H -2.60447 3.48916 1.02763
H -3.16183 2.84130 -0.54855
H -2.51701 4.52668 -0.45727
Sr 1.01728 -1.56314 -1.52776
C -0.04993 -3.03041 0.23391
C 0.80047 -3.75044 -0.54002
C 0.43219 -4.24938 -1.92021
C -0.92761 -3.70845 -2.53596
C -1.05563 -2.20029 -2.69000
C -1.59516 -1.41616 -1.71900
C -2.31784 -2.02398 -0.55195
C -1.55790 -3.12899 0.21810
C 0.62791 3.99798 -0.22519
H 0.31086 -2.43568 1.07988
H 1.86849 -3.75680 -0.29300
H 0.39590 -5.35397 -1.93862
H 1.24466 -3.99959 -2.65077
H -1.01607 -4.16166 -3.53663
H -1.76479 -4.14550 -1.97926
H -0.70877 -1.79687 -3.66257
H -1.84450 -0.36239 -1.88969
H -3.27982 -2.47882 -0.85224
H -2.55808 -1.23439 0.17172
H -1.87324 -3.04386 1.27455
H -1.92471 -4.12439 -0.08183
H 1.18725 3.75497 0.68793
H 0.26594 5.03306 -0.17152
H 1.32011 3.89902 -1.07582
B 3.69281 2.48284 0.06108
C 2.86493 1.43312 -0.66843
N 2.22528 0.60169 -1.20881
H 4.86202 2.16527 -0.01988
H 3.32456 2.50192 1.24253
H 3.47392 3.53196 -0.53819

***

8.
70
Properties=species:S:1:pos:R:3 method="wB97M-V/def2-TZVPD" e_above_lowest_kcal_mol=17.0 total_energy_ev=-261742.2503 molar_mass_g_mol=981.6 charge=+1 max_force_ev_per_a=0.5 lumo_ev=-2.3100
Bi -0.11305 0.73404 -0.00357
S 2.37335 2.76971 6.68115
C 1.80203 2.41600 5.20539
S 2.71201 2.65684 3.72864
C 1.49412 2.05751 2.62241
C 0.34551 1.63310 3.17076
S -1.05560 1.02454 2.29537
S 0.21770 1.73172 4.91244
S 1.87802 2.06145 0.91483
C -3.62842 -2.19689 -2.69916
N -3.49822 -0.94860 -1.95828
C -3.45645 0.25303 -2.78953
P -3.27151 -0.84994 -0.33723
O -2.69953 0.45936 0.06199
O -2.29798 -2.10299 -0.07781
P -0.98216 -2.66945 0.66172
O 0.21953 -1.82858 0.46275
N -0.82101 -4.12060 -0.09551
C -1.85244 -5.14538 -0.04050
C 0.49368 -4.58993 -0.52667
N -1.45520 -2.67480 2.24256
C -0.38936 -2.73691 3.24637
C -2.69644 -3.30796 2.67386
N -4.58723 -1.23859 0.57677
C -5.29158 -0.18826 1.31137
C -5.42601 -2.37008 0.20190
H -4.62444 -2.27956 -3.14097
H -3.45164 -3.04993 -2.04854
H -2.89084 -2.22341 -3.50556
H -4.36231 0.31898 -3.39611
H -2.59224 0.21844 -3.46007
H -3.38517 1.13915 -2.16354
H -2.81953 -4.69942 0.19030
H -1.62759 -5.91103 0.70780
H -1.92014 -5.63516 -1.01440
H 1.21317 -3.77932 -0.44497
H 0.43936 -4.91476 -1.56833
H 0.83780 -5.43107 0.08176
H 0.53005 -2.32469 2.83824
H -0.20743 -3.76610 3.57293
H -0.68179 -2.14188 4.11298
H -3.45634 -3.20638 1.90101
H -3.05420 -2.80004 3.57074
H -2.55136 -4.36669 2.91257
H -4.62349 0.65144 1.48161
H -5.61503 -0.58421 2.27565
H -6.17356 0.15999 0.76493
H -4.82628 -3.14419 -0.27572
H -6.22924 -2.07481 -0.48091
H -5.88142 -2.78826 1.10116
Br 2.97902 -0.82006 -1.17911
C 2.31430 -0.61760 -2.98315
Br 0.44021 -1.07760 -3.15283
H 2.87715 -1.27772 -3.62816
H 2.42238 0.41895 -3.27182
C 1.17385 5.43494 -1.49073
N 0.42854 5.17264 -0.28363
C 0.57669 6.02442 0.89893
C -0.34139 5.35191 1.93386
N -0.96672 4.29169 1.14436
C -0.44499 4.19912 -0.07003
S -0.86163 2.99537 -1.22741
H 0.92707 6.42511 -1.87764
H 0.92876 4.68203 -2.23336
H 2.24512 5.40024 -1.28439
H 0.25777 7.04233 0.66758
H 1.62262 6.04691 1.20576
H -1.09813 6.03577 2.31497
H 0.20374 4.92720 2.77808
H -1.54425 3.56856 1.54983